Entry 1:
Density functional theory data (wB97M-V/def2-TZVPD) for a cluster of 5 separate species, C23H57BN2O10PS in total.

```
95
Properties=species:S:1:pos:R:3:forces:R:3:lowdin_charge:R:1
C 2.152 -2.896 -3.004 0.1 0.0 -0.5 -0.072
C 2.728 -1.481 -2.823 1.0 0.4 0.6 -0.384
N 3.946 -1.406 -2.395 -0.7 -0.3 -0.3 0.085
C 1.972 -0.152 -3.128 -0.2 -1.0 -0.3 -0.088
C 0.857 0.238 -2.100 -1.9 1.2 0.8 -0.260
C 0.926 -0.396 -0.643 -0.1 -0.3 -2.0 -0.135
O 0.190 -1.595 -0.875 1.2 -1.2 0.2 -0.117
B -0.991 -1.289 -1.738 1.3 1.6 1.9 -1.038
C -2.203 -1.122 -0.643 -0.6 0.8 -0.7 -0.116
C -3.440 -0.264 -1.121 -0.3 -0.9 1.6 -0.276
N -4.541 -1.113 -1.667 0.3 0.7 -0.2 -0.030
P -1.353 -2.523 -3.218 0.1 -0.7 -1.2 0.465
S -0.702 -1.908 -4.991 0.0 -0.1 -0.3 0.028
O -0.513 -0.075 -2.425 0.1 0.3 -0.5 -0.112
H 2.953 -3.662 -2.860 -0.4 0.8 0.0 0.074
H 1.330 -3.145 -2.302 0.5 0.5 -0.4 0.048
H 1.758 -2.992 -4.040 0.1 0.1 0.7 0.037
H 4.225 -0.424 -2.325 -0.1 -0.1 0.0 0.023
H 1.592 -0.224 -4.177 -0.3 0.1 1.0 0.094
H 2.702 0.698 -3.144 -0.3 -0.8 0.2 0.106
H 0.860 1.360 -2.119 0.2 -0.8 0.4 0.130
H 0.360 0.122 0.166 0.9 0.5 -0.7 0.113
H 2.016 -0.534 -0.456 -0.8 -0.4 0.6 0.118
H -2.533 -2.148 -0.319 0.1 0.9 -0.1 0.096
H -1.749 -0.610 0.247 -0.3 -0.5 -0.6 0.092
H -3.879 0.208 -0.199 0.3 -0.1 -0.8 0.094
H -3.174 0.562 -1.811 -0.1 -0.7 0.2 0.095
H -4.340 -1.369 -2.630 0.0 -0.1 0.3 0.038
H -4.579 -1.961 -1.105 0.1 0.1 -0.3 0.039
H -0.787 -3.824 -2.960 -0.6 0.3 0.1 -0.041
H -2.756 -2.780 -3.399 0.5 -0.3 0.5 -0.061
C 1.159 -0.848 2.871 0.0 -0.1 -0.2 -0.102
O 1.304 0.549 2.655 0.1 -0.1 0.3 -0.200
C 1.160 1.306 3.847 0.2 0.2 -0.5 -0.204
C 2.514 1.732 4.390 -0.2 -0.2 0.4 -0.205
O 3.270 0.613 4.834 0.0 0.0 -0.2 -0.193
C 4.258 0.220 3.894 0.1 0.0 0.1 -0.111
H 1.505 -1.366 1.976 -0.1 0.1 0.0 0.085
H 1.751 -1.194 3.721 0.0 0.1 0.1 0.083
H 0.104 -1.091 3.031 0.0 -0.1 0.0 0.093
H 0.594 0.749 4.600 0.1 0.0 0.0 0.124
H 0.585 2.202 3.591 0.0 0.0 0.0 0.123
H 2.358 2.380 5.259 0.0 0.0 0.0 0.121
H 3.069 2.304 3.640 0.0 -0.1 -0.1 0.125
H 5.086 0.936 3.903 0.0 0.0 -0.1 0.087
H 3.851 0.142 2.883 0.0 0.0 0.0 0.079
H 4.639 -0.758 4.190 0.0 0.0 0.1 0.090
C -9.702 -3.785 2.045 0.0 0.2 0.0 -0.118
O -8.771 -2.814 2.491 0.0 -0.3 -0.1 -0.193
C -7.510 -3.383 2.830 0.0 0.5 0.0 -0.204
C -6.487 -3.168 1.727 0.0 -0.4 0.0 -0.203
O -6.831 -3.891 0.552 -0.2 0.2 0.1 -0.194
C -7.416 -3.064 -0.445 0.1 0.0 -0.1 -0.103
H -10.546 -3.261 1.595 0.0 0.1 0.1 0.087
H -9.269 -4.451 1.296 0.0 0.0 0.0 0.083
H -10.066 -4.372 2.895 0.0 -0.1 0.0 0.085
H -7.614 -4.448 3.061 0.0 0.0 -0.1 0.123
H -7.164 -2.875 3.735 0.0 0.0 0.0 0.122
H -5.519 -3.549 2.068 0.0 0.0 0.0 0.125
H -6.368 -2.102 1.508 -0.1 0.0 0.0 0.128
H -6.648 -2.440 -0.909 -0.2 0.1 0.0 0.060
H -8.207 -2.429 -0.035 0.0 0.0 0.0 0.085
H -7.852 -3.709 -1.209 0.1 -0.1 0.1 0.089
C -1.390 3.342 -1.511 0.1 -0.2 0.0 -0.097
O -1.511 4.054 -2.735 -0.2 0.2 0.2 -0.186
C -2.864 4.247 -3.120 0.4 0.2 -0.2 -0.201
C -3.333 5.659 -2.806 -0.3 -0.3 0.2 -0.205
O -3.389 5.891 -1.403 0.2 0.1 -0.1 -0.193
C -2.278 6.630 -0.930 -0.1 0.0 0.1 -0.120
H -0.359 3.429 -1.167 0.0 0.0 -0.1 0.088
H -2.045 3.749 -0.736 -0.1 0.0 0.0 0.085
H -1.616 2.283 -1.672 0.1 0.0 0.1 0.075
H -3.514 3.505 -2.646 0.0 0.1 0.0 0.126
H -2.913 4.094 -4.203 -0.1 0.0 0.0 0.125
H -4.350 5.786 -3.193 0.0 0.0 0.0 0.121
H -2.693 6.399 -3.297 0.1 -0.1 0.0 0.122
H -2.373 7.680 -1.227 0.1 0.0 0.0 0.084
H -1.334 6.226 -1.302 0.0 0.0 0.0 0.084
H -2.274 6.574 0.159 -0.1 0.0 0.0 0.087
C 6.492 0.742 0.652 -0.1 0.1 0.0 -0.103
O 7.362 0.725 1.776 0.1 -0.2 -0.2 -0.203
C 7.950 -0.552 1.986 0.1 0.4 0.3 -0.205
C 9.381 -0.594 1.478 -0.2 -0.4 -0.2 -0.205
O 9.436 -0.473 0.063 0.0 0.3 0.1 -0.189
C 9.795 0.831 -0.359 0.0 -0.1 -0.1 -0.114
H 6.262 1.781 0.415 0.0 0.0 0.1 0.091
H 6.951 0.283 -0.226 0.0 -0.1 0.0 0.086
H 5.560 0.223 0.895 0.0 0.0 -0.1 0.082
H 7.347 -1.339 1.521 0.1 0.0 -0.1 0.130
H 7.955 -0.728 3.066 0.0 -0.1 0.0 0.122
H 9.816 -1.566 1.735 0.0 0.0 0.0 0.122
H 9.987 0.181 1.959 -0.1 0.0 0.0 0.123
H 10.863 1.000 -0.185 0.0 0.1 0.0 0.085
H 9.213 1.599 0.156 0.0 0.0 0.0 0.083
H 9.599 0.906 -1.429 0.0 -0.1 0.0 0.090
```
Positions in Å, forces in eV/Å.

Properties
DFT total energy: -2536.75143 Ha
Kohn-Sham gap: 6.79 eV
Charge: -1
Largest force on an atom: 2.84 eV Å⁻¹
E_HOMO: -4.401 eV

---

Entry 2:
Density functional theory data (wB97M-V/def2-TZVPD) for a cluster of 7 separate species, C23H58N2O7 in total.

```
90
Properties=species:S:1:pos:R:3:forces:R:3:lowdin_charge:R:1
C -2.957 -0.843 4.373 1.4 -1.5 -0.1 -0.106
O -1.981 -1.779 3.777 -1.1 0.5 0.6 -0.152
H -2.544 -0.547 5.335 0.0 0.0 -0.1 0.076
H -3.026 -0.011 3.722 -0.3 1.1 -0.5 0.052
H -3.932 -1.288 4.537 -0.1 -0.2 -0.1 0.072
H -2.385 -2.144 2.979 0.1 0.1 0.1 0.067
C 1.476 0.622 5.348 -0.3 1.7 1.7 -0.093
O 1.705 1.923 4.736 0.1 -0.7 0.0 -0.142
H 1.263 -0.118 4.597 0.1 -0.4 -0.1 0.053
H 2.269 0.369 6.090 -0.2 -0.1 -1.0 0.094
H 0.609 0.827 6.008 0.1 -0.6 -0.6 0.086
H 2.648 2.099 4.735 0.1 0.0 -0.1 0.086
C 0.108 3.522 2.152 0.2 0.1 -1.0 -0.108
O 1.131 2.536 2.056 0.0 -0.4 -0.2 -0.149
H -0.599 3.443 1.304 0.4 -0.2 0.4 0.064
H -0.420 3.421 3.075 -0.5 0.0 0.6 0.076
H 0.560 4.509 2.089 0.0 0.1 0.1 0.082
H 1.243 2.100 2.917 0.1 0.4 0.2 0.043
C -3.183 -1.432 -1.739 -0.9 -1.6 0.7 -0.118
O -3.572 -1.439 -0.310 1.6 0.3 -1.2 -0.138
H -3.745 -0.779 -2.404 0.2 0.7 0.5 0.072
H -2.096 -1.343 -1.809 -0.4 0.6 0.2 0.050
H -3.422 -2.431 -2.150 0.2 0.2 0.2 0.078
H -4.493 -1.271 -0.166 -0.8 0.1 -0.4 0.051
C -0.698 -0.053 1.492 0.5 1.7 0.2 -0.076
O 0.286 0.464 0.542 0.0 0.0 1.2 -0.185
H -0.433 -1.054 1.827 -0.3 0.0 -0.3 0.052
H -0.725 0.645 2.363 0.2 -0.6 -0.3 0.087
H -1.672 0.070 1.033 -0.2 -0.7 -0.2 0.072
H 0.790 1.178 1.023 -0.4 -0.3 -0.5 0.071
C 2.236 -1.885 2.395 0.5 -1.6 0.2 -0.037
C 2.165 -3.115 1.381 0.1 2.5 0.2 -0.468
C 1.565 -4.277 2.121 -0.5 -1.2 -0.7 -0.139
C 1.216 -5.465 1.158 0.2 -0.9 0.9 -0.189
C 0.200 -5.029 0.129 0.7 -0.3 -1.3 -0.154
C 0.768 -3.811 -0.685 -2.3 -0.3 0.2 -0.496
N 1.142 -2.739 0.290 1.1 -0.1 -0.3 -0.029
O 1.685 -1.634 -0.518 -0.5 -0.8 1.2 -0.056
C 1.834 -4.183 -1.676 0.5 -0.4 0.0 -0.045
C -0.454 -3.326 -1.549 0.2 0.1 0.3 -0.048
C 3.631 -3.378 0.895 -2.4 -1.5 0.1 -0.011
H 1.306 -1.713 2.923 -0.3 -0.3 0.1 0.048
H 2.494 -0.967 1.931 0.3 0.8 -0.8 0.057
H 3.048 -2.072 3.147 -0.7 -0.1 -0.5 0.095
H 2.197 -4.563 2.983 -0.2 0.0 -0.5 0.127
H 0.569 -3.974 2.495 0.5 0.1 0.2 0.121
H 0.770 -6.266 1.787 0.3 0.3 -0.4 0.111
H 2.048 -5.955 0.580 -0.3 0.7 0.9 0.114
H -0.787 -4.825 0.554 0.2 0.3 0.1 0.114
H 0.049 -5.880 -0.603 0.1 0.9 0.6 0.135
H 2.637 -4.814 -1.285 -0.2 0.0 -0.3 0.071
H 1.397 -4.603 -2.567 -0.2 -0.7 -0.1 0.080
H 2.238 -3.277 -2.059 0.8 0.9 -0.1 0.075
H -0.188 -2.429 -2.109 0.3 -0.2 -0.3 0.074
H -0.830 -4.127 -2.251 0.5 0.8 0.8 0.107
H -1.270 -2.978 -0.911 0.0 -0.5 0.2 0.055
H 3.937 -2.614 0.220 0.5 0.7 -0.2 0.071
H 3.472 -4.293 0.313 1.0 0.1 0.2 0.047
H 4.277 -3.564 1.758 0.0 0.2 -0.3 0.087
H 1.198 -0.906 -0.078 0.3 0.2 -0.5 0.043
C -2.429 2.792 -0.987 -2.2 -0.2 0.7 -0.058
C -1.763 3.228 -2.248 1.8 0.0 1.8 -0.518
C -1.654 4.757 -2.300 -0.3 0.7 0.7 -0.141
C -0.728 5.130 -3.423 -0.3 0.8 -0.4 -0.210
C 0.624 4.624 -3.068 1.5 0.7 -1.1 -0.164
C 0.696 3.089 -2.946 -0.3 -0.2 0.5 -0.527
N -0.327 2.737 -1.962 -1.1 -0.6 -0.3 -0.051
O -0.355 1.283 -1.918 -0.2 0.6 0.3 -0.078
C 0.522 2.242 -4.232 1.2 1.6 0.8 0.000
C 2.024 2.803 -2.297 2.0 -0.9 -0.5 -0.050
C -2.513 2.608 -3.385 -0.3 0.2 -0.2 -0.030
H -3.435 3.226 -0.945 0.0 0.3 0.0 0.089
H -1.915 3.123 -0.091 0.2 -0.2 0.0 0.060
H -2.672 1.714 -0.969 0.7 0.3 0.1 0.085
H -2.627 5.293 -2.404 0.3 -0.8 0.1 0.129
H -1.181 5.171 -1.351 -0.7 -0.7 -0.8 0.138
H -0.815 6.237 -3.635 0.4 -1.3 0.0 0.137
H -0.911 4.514 -4.295 -0.9 0.6 -0.7 0.087
H 0.954 5.105 -2.161 0.2 -0.2 0.8 0.110
H 1.364 4.996 -3.811 -0.3 -0.6 0.1 0.132
H 1.457 2.317 -4.743 0.5 0.2 -0.9 0.077
H 0.402 1.208 -4.033 -0.4 -0.8 0.5 0.072
H -0.277 2.644 -4.796 -0.7 0.1 -0.9 0.047
H 2.051 3.107 -1.242 0.0 0.2 -0.4 0.086
H 2.283 1.719 -2.313 -0.4 0.6 0.0 0.091
H 2.853 3.293 -2.900 -0.9 -0.3 0.8 0.103
H -2.236 3.023 -4.351 0.2 -0.5 -0.2 0.068
H -3.558 2.912 -3.261 -0.1 -0.3 0.1 0.093
H -2.400 1.523 -3.262 -0.1 0.3 -0.6 0.088
H -0.189 1.051 -0.970 0.0 0.3 -0.5 0.053
```
Positions in Å, forces in eV/Å.

Properties
DFT total energy: -1547.11780 Ha
Relative energy (zero: lowest compared OMol25 entry of this formula, charge and spin): 23.5 kcal/mol
Kohn-Sham gap: 8.70 eV
SMILES: CC1(C)CCCC(C)(C)N1O.CC1(C)CCCC(C)(C)N1O.CO.CO.CO.CO.CO
Largest force on an atom: 2.80 eV Å⁻¹
E_HOMO: -8.197 eV